75
Properties=species:S:1:pos:R:3:mulliken_charge:R:1 method="wB97M-V/def2-TZVPD" max_force_ev_per_a=0.7 homo_energy_ev="-7.24 / -7.24" e_tot_ha=-6597.06517 e_above_lowest_ev=0.000 gap_ev="6.888 / 6.891"
Ni 0.183 -0.488 -0.053 -0.4294
S 0.120 -1.307 1.985 -0.3759
C 1.577 -0.870 2.854 0.6761
C 1.721 -1.293 4.183 -0.7779
C 2.874 -1.014 4.889 -0.5785
C 3.922 -0.310 4.300 -0.7812
C 3.787 0.124 2.994 -0.2418
C 2.621 -0.148 2.285 -0.8378
As 2.292 0.479 0.507 1.5325
C 3.989 0.219 -0.393 0.1922
C 4.317 -1.088 -0.751 -0.5706
C 5.528 -1.359 -1.367 -0.6698
C 6.415 -0.326 -1.637 -0.4304
C 6.091 0.975 -1.286 -0.6752
C 4.880 1.250 -0.664 -0.0364
C 2.187 2.404 0.723 0.0395
C 1.996 2.961 1.981 -0.3679
C 1.778 4.325 2.113 -0.6258
C 1.752 5.139 0.993 -0.6150
C 1.944 4.589 -0.267 -0.6741
C 2.155 3.226 -0.402 0.1209
H 0.917 -1.851 4.646 0.4537
H 2.964 -1.356 5.912 0.3732
H 4.826 -0.103 4.857 0.3957
H 4.587 0.679 2.516 0.4294
H 3.624 -1.896 -0.541 0.4574
H 5.779 -2.377 -1.637 0.4073
H 7.360 -0.537 -2.120 0.3864
H 6.783 1.781 -1.491 0.4116
H 4.641 2.267 -0.381 0.3886
H 2.005 2.329 2.860 0.3711
H 1.622 4.749 3.096 0.4097
H 1.577 6.202 1.099 0.3943
H 1.918 5.219 -1.146 0.4046
H 2.281 2.805 -1.394 0.3075
S -4.191 -2.603 -5.122 0.0824
N -2.804 -1.764 -5.244 -0.7212
C -2.588 -1.207 -4.075 1.2868
C -1.400 -0.443 -3.724 0.4339
C -0.375 -0.217 -4.639 -0.9375
C 0.850 0.237 -4.187 -1.1630
C 1.043 0.336 -2.820 0.1709
N 0.063 0.126 -1.946 0.3836
C -1.176 -0.140 -2.378 0.6393
C -2.174 -0.422 -1.263 2.5924
N -1.412 -1.477 -0.541 -0.4035
C -3.032 0.041 1.123 -0.6966
C -4.361 0.798 1.090 0.0232
C -4.558 -0.051 -1.385 -1.2136
C -3.539 -0.773 -1.857 0.0336
C -3.592 -1.504 -3.107 -1.0606
N -4.548 -2.273 -3.569 -0.6472
H -0.540 -0.447 -5.683 0.5204
H 1.671 0.421 -4.864 0.4570
H 2.026 0.538 -2.411 0.1389
H -2.354 0.272 1.948 0.7671
H -4.256 1.765 1.587 0.6288
H -5.570 -0.143 -1.756 0.4612
I -1.312 2.302 0.084 0.3412
C -2.637 0.672 -0.245 -0.7807
C -4.134 1.021 -0.437 -0.0276
C -5.538 0.066 1.649 -1.1012
C -5.472 -1.228 1.969 -0.7664
C -4.321 -2.060 1.608 0.9818
C -4.361 -3.449 1.641 -0.9147
C -3.331 -4.188 1.068 -0.7476
C -2.308 -3.561 0.379 -1.1984
C -2.266 -2.166 0.331 0.0065
C -3.210 -1.439 1.042 0.2218
H -4.400 2.007 -0.824 0.5651
H -6.446 0.626 1.844 0.4133
H -6.326 -1.723 2.417 0.3921
H -5.212 -3.953 2.082 0.3972
H -3.364 -5.270 1.106 0.4304
H -1.557 -4.128 -0.154 0.5472